(1)
{"formula": "C23H14BrClN4O2Pd", "method": "wB97M-V/def2-TZVPD", "elements": ["Pd", "Br", "C", "C", "C", "C", "C", "N", "C", "O", "O", "H", "H", "H", "N", "C", "C", "C", "N", "C", "N", "Cl", "C", "C", "C", "C", "C", "C", "C", "H", "H", "H", "H", "H", "H", "C", "C", "C", "C", "C", "C", "H", "H", "H", "H", "H"], "positions_angstrom": [[-0.4947, 0.1511, -0.2174], [2.1165, 0.8574, 2.3903], [2.5776, 0.5846, 0.5870], [3.9257, 0.6706, 0.2811], [4.3243, 0.4525, -1.0261], [3.3680, 0.1256, -1.9672], [2.0439, 0.0401, -1.5809], [1.6423, 0.3024, -0.3189], [1.0071, -0.4588, -2.6057], [1.3660, -0.5700, -3.7586], [-0.1268, -0.7534, -2.0880], [4.6333, 0.8999, 1.0630], [5.3707, 0.5197, -1.2933], [3.5960, -0.0873, -3.0014], [-2.4466, -0.2758, -0.2708], [-2.9190, -1.2909, 0.1140], [-3.5280, -2.4014, 0.5854], [-3.6247, -3.5775, -0.2103], [-3.7063, -4.5317, -0.8476], [-3.9971, -2.3871, 1.9313], [-4.3756, -2.3757, 3.0184], [0.0272, 4.8189, -3.9816], [-0.2943, 3.9599, -2.5189], [-1.5247, 3.3530, -2.3387], [-1.7732, 2.6594, -1.1652], [-0.7961, 2.5672, -0.1629], [-0.9805, 1.7061, 1.0163], [0.4430, 3.1966, -0.3806], [0.6953, 3.8926, -1.5421], [-2.2766, 3.4139, -3.1124], [-2.7286, 2.1734, -1.0221], [-1.9971, 1.5761, 1.3708], [-0.2670, 1.8663, 1.8129], [1.2041, 3.1427, 0.3891], [1.6457, 4.3813, -1.7046], [-0.0908, -3.5147, 2.7552], [-0.6846, -2.3499, 3.2175], [-0.7988, -1.2405, 2.3863], [-0.3000, -1.3451, 1.1011], [0.2876, -2.4901, 0.6044], [0.3917, -3.5857, 1.4581], [-0.0211, -4.3768, 3.4050], [-1.0875, -2.3031, 4.2208], [-1.2852, -0.3439, 2.7407], [0.6221, -2.5514, -0.4223], [0.8368, -4.5007, 1.0890]], "forces_ev_per_angstrom": [[0.245, -0.157, 0.031], [-0.047, -0.013, 0.059], [0.111, 0.023, -0.036], [-0.016, 0.005, -0.059], [0.009, 0.017, 0.057], [-0.068, 0.002, -0.011], [0.108, -0.019, -0.123], [-0.124, -0.043, -0.048], [-0.045, 0.046, 0.230], [0.013, 0.008, 0.023], [-0.064, -0.082, -0.142], [-0.004, 0.001, 0.004], [-0.004, 0.000, 0.001], [-0.004, -0.003, -0.005], [-0.001, -0.145, 0.053], [-0.049, 0.162, -0.071], [0.019, 0.027, 0.079], [-0.030, 0.001, -0.035], [0.017, -0.003, 0.008], [-0.055, -0.084, -0.061], [0.040, 0.047, 0.027], [0.004, 0.016, -0.031], [-0.008, -0.005, -0.004], [0.012, 0.011, -0.009], [0.030, -0.046, 0.036], [0.028, 0.164, 0.104], [-0.002, -0.013, -0.120], [-0.046, 0.085, -0.002], [-0.008, -0.014, 0.028], [0.004, 0.006, -0.004], [-0.007, -0.016, 0.003], [-0.020, -0.005, -0.045], [-0.020, -0.054, 0.016], [0.000, -0.004, -0.001], [0.000, 0.005, -0.008], [0.005, -0.030, 0.024], [-0.042, 0.083, 0.023], [0.089, -0.211, -0.038], [-0.061, 0.269, 0.023], [-0.024, -0.058, 0.086], [0.024, 0.003, -0.076], [0.001, -0.001, -0.004], [0.002, 0.002, -0.002], [-0.010, 0.023, 0.014], [-0.002, 0.000, 0.001], [-0.002, -0.001, 0.007]], "de_lowest_kcal_mol": 10.03, "energy_ha": -4416.3768, "multiplicity": 1}

(2)
{"formula": "C23H15Br3N4O3PtS2", "method": "wB97M-V/def2-TZVPD", "elements": ["Pt", "C", "C", "N", "C", "C", "S", "C", "C", "S", "C", "N", "C", "H", "H", "H", "H", "H", "H", "H", "H", "Br", "C", "C", "C", "Br", "C", "C", "C", "C", "N", "C", "C", "O", "H", "H", "H", "H", "Br", "C", "C", "N", "C", "C", "C", "C", "O", "O", "H", "H", "H"], "positions_angstrom": [[-0.5790, -1.2492, -0.4284], [-1.5042, -0.1380, -3.7870], [-2.5978, -0.4089, -2.8157], [-2.4424, -0.8228, -1.5839], [-3.6430, -0.9519, -0.9269], [-4.7350, -0.6566, -1.6762], [-4.2411, -0.1769, -3.2387], [-3.5928, -1.3190, 0.4873], [-4.6380, -1.3879, 1.3512], [-4.0669, -1.7951, 2.9038], [-2.4638, -1.8554, 2.3174], [-2.3571, -1.5846, 1.0432], [-1.3273, -2.1682, 3.2189], [-0.5407, -0.3320, -3.3240], [-1.5566, 0.8982, -4.1225], [-1.6035, -0.7848, -4.6595], [-5.7703, -0.6880, -1.3874], [-5.6808, -1.2184, 1.1506], [-1.6747, -2.5905, 4.1605], [-0.7991, -1.2346, 3.4153], [-0.6553, -2.8793, 2.7397], [2.4271, -1.3337, -4.7052], [2.9461, -1.3774, -2.8900], [4.3147, -1.3462, -2.5841], [4.7415, -1.3458, -1.2876], [6.5980, -1.2844, -0.9244], [3.8014, -1.3789, -0.2251], [4.1414, -1.3404, 1.1446], [3.1550, -1.3448, 2.0862], [1.8139, -1.4070, 1.6702], [1.4643, -1.4675, 0.4087], [2.4329, -1.4330, -0.5526], [1.9660, -1.4188, -1.9125], [0.7012, -1.4371, -2.1629], [5.0285, -1.3121, -3.3950], [5.1839, -1.2931, 1.4285], [3.3813, -1.2922, 3.1410], [1.0139, -1.3746, 2.3892], [1.2876, 5.9711, -1.1670], [0.6274, 4.9033, 0.2472], [0.3795, 5.4851, 1.4823], [-0.0767, 4.7959, 2.5211], [-0.2983, 3.4965, 2.3468], [-0.0855, 2.8309, 1.1447], [0.3922, 3.5543, 0.0619], [-0.3741, 1.3503, 1.0473], [-0.7436, 0.7250, 2.0410], [-0.2193, 0.8751, -0.1332], [0.5597, 6.5438, 1.6284], [-0.6646, 2.9357, 3.1970], [0.5740, 3.0641, -0.8839]], "forces_ev_per_angstrom": [[-0.045, 0.099, 0.146], [-0.034, 0.019, -0.023], [0.165, -0.043, 0.068], [-0.070, 0.033, -0.278], [-0.099, 0.017, 0.141], [0.120, -0.026, 0.063], [-0.087, -0.023, -0.006], [0.001, 0.024, -0.006], [0.099, -0.009, -0.080], [-0.059, -0.038, 0.031], [0.168, -0.044, -0.218], [-0.199, -0.038, 0.104], [0.009, 0.062, 0.055], [0.017, 0.015, -0.010], [0.023, 0.000, -0.016], [0.002, 0.008, -0.012], [-0.041, 0.018, 0.014], [-0.035, 0.029, -0.003], [0.002, 0.002, -0.013], [0.047, -0.005, 0.014], [0.015, 0.025, -0.021], [-0.050, -0.007, 0.023], [0.171, 0.008, -0.026], [-0.035, -0.002, 0.003], [-0.166, -0.005, 0.043], [0.053, 0.000, 0.002], [0.220, -0.008, -0.053], [0.003, -0.007, 0.003], [-0.065, -0.004, -0.064], [0.052, 0.035, 0.049], [0.106, -0.012, -0.038], [-0.125, -0.004, 0.030], [-0.029, -0.025, 0.018], [-0.040, -0.042, -0.056], [0.022, -0.002, 0.013], [-0.010, 0.002, 0.006], [-0.001, -0.006, 0.019], [-0.066, -0.002, 0.061], [0.001, 0.002, -0.018], [-0.027, -0.049, 0.037], [0.045, 0.075, -0.092], [-0.007, -0.010, 0.011], [-0.003, -0.094, -0.031], [0.002, -0.042, 0.155], [0.017, 0.042, 0.026], [-0.180, -0.012, -0.098], [0.168, 0.057, 0.080], [-0.031, -0.008, -0.081], [-0.002, 0.000, 0.019], [-0.013, 0.002, 0.015], [-0.007, -0.006, -0.007]], "energy_ha": -9967.9851, "multiplicity": 3, "s_squared": 2.005}

(3)
{"formula": "C23H15BrN4O4S5V", "method": "wB97M-V/def2-TZVPD", "elements": ["V", "O", "C", "O", "C", "C", "C", "N", "C", "C", "C", "O", "O", "H", "H", "H", "C", "S", "C", "C", "S", "S", "C", "S", "S", "H", "H", "H", "N", "C", "C", "C", "C", "C", "C", "N", "C", "C", "C", "C", "N", "C", "C", "H", "H", "H", "H", "H", "H", "H", "H", "H", "Br"], "positions_angstrom": [[0.0834, 0.7863, -0.5602], [6.9892, -1.9961, 0.0567], [6.9211, -0.7582, 0.0619], [7.7737, 0.1385, 0.1567], [5.4452, -0.2090, -0.0858], [5.1926, 1.1225, -0.3749], [3.8792, 1.5570, -0.5127], [2.8327, 0.7564, -0.3457], [3.0868, -0.5257, -0.0469], [4.3572, -1.0575, 0.0783], [1.8466, -1.3378, 0.1546], [1.8081, -2.5191, 0.3617], [0.7818, -0.5550, 0.0586], [6.0204, 1.8085, -0.4933], [3.6631, 2.5878, -0.7719], [4.5070, -2.1063, 0.2922], [0.2582, 4.7621, -1.9301], [1.6614, 3.7534, -1.3676], [1.5147, 4.0169, 0.3661], [0.5711, 3.4643, 1.1484], [-0.7776, 2.4882, 0.6488], [0.6417, 3.9183, 2.8448], [2.0409, 4.9507, 2.7533], [2.6739, 5.7277, 4.0438], [2.6847, 5.0596, 1.1460], [0.3029, 4.7844, -3.0169], [0.3674, 5.7657, -1.5270], [-0.6728, 4.3000, -1.6086], [-5.5755, -4.4647, -0.8906], [-6.7034, -5.1498, -0.5140], [-7.5523, -6.0150, -1.1938], [-8.6413, -6.4942, -0.4926], [-8.8660, -6.1382, 0.8448], [-8.0133, -5.2907, 1.5225], [-6.9176, -4.7779, 0.8284], [-5.9425, -3.8927, 1.2286], [-5.1672, -3.7227, 0.1924], [-4.0478, -2.7833, 0.1319], [-3.3249, -2.5620, -1.0386], [-2.3374, -1.5930, -1.0465], [-2.0369, -0.8534, 0.0165], [-2.7081, -1.0812, 1.1426], [-3.7097, -2.0282, 1.2520], [-5.1326, -4.5013, -1.7895], [-7.3676, -6.2969, -2.2226], [-9.3362, -7.1605, -0.9869], [-9.7308, -6.5467, 1.3515], [-8.1804, -5.0206, 2.5564], [-3.5192, -3.1192, -1.9449], [-1.7691, -1.4023, -1.9490], [-2.4262, -0.4719, 1.9933], [-4.2424, -2.1874, 2.1783], [-0.6500, 1.1585, -2.7008]], "forces_ev_per_angstrom": [[-1.395, 4.579, -1.126], [0.167, -0.019, 0.049], [-0.675, 0.338, -0.093], [0.134, -0.113, -0.027], [0.576, -0.215, 0.085], [-0.191, 0.021, -0.015], [0.179, -0.009, -0.008], [-0.302, 0.205, -0.149], [0.042, -0.067, 0.110], [-0.286, 0.147, -0.083], [1.682, -0.218, -0.073], [-0.341, 0.269, -0.007], [0.756, -5.756, 2.456], [0.052, -0.055, 0.034], [0.159, -0.130, 0.047], [0.048, 0.004, 0.007], [0.186, -0.118, 0.115], [-0.366, 0.199, -0.070], [0.167, -0.061, -0.067], [0.189, 0.389, 0.286], [-0.566, 0.148, 0.711], [0.193, 0.026, -0.281], [-0.063, -0.077, -0.113], [0.032, 0.057, 0.095], [-0.210, -0.125, 0.108], [0.006, -0.002, -0.008], [-0.088, 0.045, -0.059], [-0.022, 0.039, -0.003], [0.170, 0.084, -0.014], [-0.172, 0.009, 0.322], [0.047, -0.006, -0.056], [0.051, -0.024, -0.083], [-0.048, -0.038, 0.081], [0.028, 0.033, 0.000], [-0.023, -0.184, -0.388], [0.200, 0.205, 0.182], [-0.356, -0.197, -0.025], [0.291, 0.253, -0.103], [-0.109, -0.059, 0.191], [-0.004, -0.150, -0.105], [0.343, 0.545, -0.414], [0.082, 0.080, 0.156], [-0.092, -0.135, -0.075], [0.016, 0.016, -0.023], [-0.051, -0.003, -0.001], [0.005, -0.012, 0.014], [0.010, 0.016, 0.023], [-0.014, 0.014, -0.002], [0.027, 0.029, -0.033], [-0.026, 0.038, 0.027], [-0.023, 0.004, -0.003], [0.016, 0.063, 0.019], [-0.430, -0.081, -1.612]], "charge": -1, "de_lowest_kcal_mol": 3.92, "energy_ha": -6914.6263, "multiplicity": 3, "s_squared": 2.014}

(4)
{"formula": "C23H15IN3O7Sn", "method": "wB97M-V/def2-TZVPD", "elements": ["Sn", "O", "C", "C", "C", "N", "C", "C", "C", "O", "O", "C", "O", "O", "H", "H", "H", "N", "C", "C", "C", "C", "C", "C", "C", "C", "N", "C", "H", "H", "H", "H", "H", "H", "H", "H", "I", "C", "C", "C", "C", "C", "C", "C", "O", "O", "H", "H", "H", "H"], "positions_angstrom": [[1.4422, -0.4862, -2.3335], [4.4391, -2.4619, 3.0152], [3.8412, -2.1038, 1.8613], [4.0047, -2.6252, 0.6273], [3.3234, -2.0123, -0.4386], [2.5617, -0.9895, -0.2999], [2.4477, -0.4492, 0.9471], [3.0289, -0.9908, 2.0925], [1.5094, 0.7122, 1.2304], [1.2365, 1.1050, 2.3217], [1.1495, 1.4355, 0.1169], [3.4577, -2.5912, -1.8393], [4.1187, -3.6105, -1.9156], [2.8549, -1.9979, -2.7938], [4.8318, -3.3186, 2.9135], [4.6918, -3.4602, 0.5080], [2.8491, -0.7441, 3.1259], [1.6284, 4.2384, 1.2521], [0.6055, 3.4761, 1.4945], [-0.1080, 3.5145, 2.7385], [-1.2726, 2.8398, 2.8740], [-1.8160, 2.2121, 1.7016], [-1.2243, 2.0142, 0.5194], [-1.8729, 1.6807, -0.7659], [-1.4206, 2.1195, -1.9457], [-0.2969, 3.0349, -1.9599], [0.4325, 3.3556, -0.9583], [0.2234, 2.5472, 0.3157], [2.1447, 4.0246, 0.3972], [2.0308, 4.7945, 2.0247], [0.3195, 4.0945, 3.5282], [-1.8121, 2.8316, 3.8241], [-2.8695, 1.9289, 1.7407], [-2.7836, 1.1658, -0.6910], [-1.9256, 2.0242, -2.8701], [-0.0102, 3.5448, -2.9303], [-6.8733, -2.3270, -1.3893], [-4.8094, -2.4342, -1.3506], [-4.1118, -2.1220, -0.2003], [-2.7393, -2.0493, -0.1659], [-2.0497, -2.1924, -1.3900], [-2.6997, -2.6377, -2.5228], [-4.1024, -2.8043, -2.4582], [-0.6487, -1.7552, -1.4734], [0.0558, -2.0501, -2.4774], [-0.1381, -0.9432, -0.6691], [-4.7068, -1.8551, 0.7145], [-2.2079, -1.7696, 0.7435], [-2.1344, -2.7640, -3.4301], [-4.5952, -3.1489, -3.3594]], "forces_ev_per_angstrom": [[0.808, 0.585, -0.287], [-0.128, -0.325, -0.368], [0.008, 1.295, 1.923], [0.530, -0.552, -0.658], [1.316, -1.821, -0.147], [-0.751, 2.287, 1.189], [-1.159, 0.099, 1.304], [-0.755, -0.051, -2.238], [0.789, 0.454, -1.480], [-0.245, -0.155, 0.710], [-0.008, 0.166, 0.572], [0.939, -1.684, 0.368], [-0.090, 0.363, -0.172], [-0.581, 0.896, -0.023], [0.639, -0.873, 0.096], [-0.346, 0.096, -0.528], [-0.110, 0.679, -0.165], [0.304, -0.542, 1.059], [0.352, -0.428, -0.499], [-0.415, -0.074, -0.119], [1.054, 0.591, -0.333], [-1.933, -1.064, -0.451], [2.063, 1.428, -1.357], [0.494, 0.210, 0.775], [0.443, 0.574, 0.991], [1.075, 0.787, -0.621], [0.042, -0.979, 1.252], [-1.179, -0.009, -0.760], [-0.065, 0.649, 0.049], [-0.169, -0.286, -0.929], [0.169, 0.212, 0.436], [0.120, 0.005, -0.435], [0.169, -0.084, 0.192], [-1.154, -0.820, -0.052], [-0.617, -0.545, -0.600], [-0.510, -0.567, 1.169], [-0.186, -0.081, 0.017], [0.129, -0.274, 0.081], [-0.952, 0.707, 2.219], [0.187, 0.448, -0.838], [0.068, -0.238, 1.075], [-1.048, 0.146, 0.675], [1.092, -0.107, -1.669], [-0.086, 0.245, -0.021], [-0.208, -1.193, -1.308], [-0.490, 0.439, 1.190], [0.749, -0.438, -0.897], [-0.122, -0.067, -0.282], [-0.082, -0.191, -0.191], [-0.147, 0.088, 0.088]], "charge": 1, "de_lowest_kcal_mol": 0.00, "energy_ha": -2088.2204, "multiplicity": 1}